No. 1
One molecule with the formula C11H13BrN2O4S, computed with ωB97M-V/def2-TZVPD.

Computed properties:
frontier orbital gap	9.394	eV
lowest unoccupied orbital energy	0.50	eV
electronic energy	-103665.3413	eV
multiplicity	1
SMILES	COc1ccc(S(=O)(=O)N2CCNC(=O)C2)cc1Br

Element x y z (Å)
C: 3.742585 -2.718943 -0.798852
H: 4.083701 -3.734755 -0.607310
O: 2.874099 -2.407056 0.266592
C: 2.231300 -1.226820 0.260770
C: 2.408414 -0.206052 -0.670985
C: 1.644910 0.944595 -0.593576
C: 0.724221 1.099066 0.422436
C: 0.561025 0.125824 1.391185
C: 1.307389 -1.027192 1.295592
Br: 1.056054 -2.426059 2.537957
H: -0.140757 0.270253 2.196947
S: -0.392564 2.495904 0.405421
O: -0.600234 2.966358 1.741760
O: 0.049538 3.410120 -0.600456
N: -1.865798 1.878742 -0.117768
C: -1.770793 1.118428 -1.343326
C: -1.344854 -0.314325 -1.043198
O: -0.482550 -0.924660 -1.639572
N: -2.003101 -0.821822 0.019949
H: -1.782922 -1.763836 0.308596
C: -3.112493 -0.129883 0.629345
C: -2.765152 1.349097 0.883401
H: -2.286101 1.493805 1.852902
H: -3.688837 1.939480 0.877762
H: -3.986889 -0.182918 -0.032673
H: -3.366702 -0.621804 1.568530
H: -1.035890 1.606828 -1.982647
H: -2.741552 1.123337 -1.850951
H: 1.746056 1.730592 -1.324156
H: 3.116324 -0.319510 -1.475025
H: 3.217918 -2.682251 -1.757315
H: 4.603655 -2.044542 -0.821333

Atomic forces in eV per Å
0.19 -0.03 -0.26
0.00 0.09 -0.06
-0.18 0.16 0.15
-0.11 0.18 0.04
0.14 -0.18 0.07
0.05 0.07 0.01
-0.32 0.72 -0.10
0.20 -0.22 0.10
-0.06 -0.11 0.12
-0.12 0.06 0.13
-0.05 -0.08 0.11
-0.02 -0.04 0.05
-0.08 -0.26 0.14
0.12 -0.20 -0.29
0.78 0.48 0.28
0.18 -0.06 -0.45
0.05 -0.11 -0.22
-0.04 -0.05 -0.31
-0.14 -0.38 0.42
0.11 0.08 -0.11
-0.21 0.27 -0.19
-0.36 -0.04 0.55
-0.23 -0.10 0.00
0.07 -0.11 0.10
0.00 -0.01 0.18
-0.03 0.05 -0.09
-0.11 -0.22 -0.16
0.09 0.03 -0.02
0.06 0.04 -0.14
0.07 -0.03 -0.08
0.03 0.00 0.03
-0.04 -0.02 -0.01

And the Löwdin charges, in e, turn out to be:
1 C -0.064
2 H 0.098
3 O -0.124
4 C -0.318
5 C 0.006
6 C -0.046
7 C -0.283
8 C -0.112
9 C -0.587
10 Br 0.808
11 H 0.114
12 S 0.680
13 O -0.277
14 O -0.273
15 N -0.218
16 C -0.089
17 C -0.491
18 O 0.076
19 N 0.080
20 H 0.152
21 C -0.144
22 C -0.169
23 H 0.104
24 H 0.126
25 H 0.119
26 H 0.127
27 H 0.129
28 H 0.142
29 H 0.121
30 H 0.114
31 H 0.103
32 H 0.099

***

No. 2
One molecule with the formula C5H7N3 at a distorted geometry, computed with ωB97M-V/def2-TZVPD.

Computed properties:
frontier orbital gap	9.778	eV
energy above the lowest of the compared OMol25 structures with the same formula, charge and spin	7.600	eV
lowest unoccupied orbital energy	0.70	eV
electronic energy	-9761.7874	eV
multiplicity	1
SMILES	CN1[C@H]2C=NN=C[C@@H]21

Element x y z (Å)
C: -0.458046 -1.807584 1.455972
C: 0.619029 0.341291 0.342823
C: 1.455759 0.434527 -0.895907
C: -1.030397 1.491354 -0.871428
C: -0.702263 0.145744 -0.286920
H: -1.474358 -1.863027 2.144921
H: 0.415123 -1.841938 2.294594
H: -0.373543 -2.618691 0.525693
H: 0.708931 1.251344 0.899861
H: 2.607185 0.195757 -0.951288
H: -1.956750 2.017607 -0.816710
H: -0.456157 -0.478856 -1.234651
N: -0.451943 -0.402428 0.901342
N: 1.159316 1.211162 -1.847549
N: -0.061887 1.923737 -1.660755

Atomic forces in eV per Å
-0.67 0.14 0.49
1.39 0.66 -0.09
4.65 -1.53 1.31
2.30 -0.97 -0.99
-1.31 0.58 -4.85
2.45 -0.34 -2.22
-1.91 -0.13 -2.51
-0.22 1.79 2.83
0.37 0.73 0.26
-2.25 -0.27 0.27
-0.35 0.60 0.03
-0.85 0.17 1.33
0.52 -2.70 3.72
-2.14 1.13 0.21
-1.99 0.15 0.23

And the Löwdin charges, in e, turn out to be:
1 C -0.070
2 C -0.224
3 C -0.165
4 C -0.057
5 C -0.304
6 H 0.112
7 H 0.114
8 H 0.122
9 H 0.140
10 H 0.138
11 H 0.096
12 H 0.170
13 N -0.106
14 N 0.019
15 N 0.014

***

Question: lowest unoccupied orbital energy of number 1 (C11H13BrN2O4S)?
Answer: 0.50 eV